{"formula": "C24H67N8O10", "method": "ωB97M-V/def2-TZVPD", "species": ["N", "H", "H", "H", "H", "N", "H", "H", "H", "H", "N", "H", "H", "H", "H", "N", "H", "H", "H", "H", "N", "H", "H", "H", "H", "C", "C", "C", "O", "C", "C", "C", "O", "O", "O", "H", "H", "C", "O", "C", "C", "N", "C", "C", "O", "C", "H", "H", "H", "H", "H", "H", "H", "H", "H", "H", "H", "H", "H", "H", "H", "C", "O", "C", "C", "N", "C", "C", "O", "C", "H", "H", "H", "H", "H", "H", "H", "H", "H", "H", "H", "H", "H", "H", "H", "C", "O", "C", "C", "N", "C", "C", "O", "C", "H", "H", "H", "H", "H", "H", "H", "H", "H", "H", "H", "H", "H", "H", "H"], "coordinates": [[4.34686, -3.55484, 0.65587], [4.57781, -2.65611, 0.25706], [3.95127, -3.44027, 1.57810], [5.04161, -4.26071, 0.45798], [3.58675, -3.85015, 0.05995], [-1.02986, -2.77799, 0.80914], [-1.43299, -3.66838, 0.55458], [-0.31503, -3.10468, 1.44351], [-1.62791, -2.10066, 1.26040], [-0.50816, -2.39014, 0.03616], [4.44726, -0.56587, 2.55479], [3.46499, -0.74871, 2.70252], [4.80997, 0.11819, 3.20334], [4.55727, -0.23795, 1.60587], [5.02952, -1.39089, 2.53433], [1.34597, 1.02557, 3.06525], [0.45996, 1.27380, 3.48176], [1.52580, 0.04205, 3.20825], [2.03260, 1.44301, 3.67710], [1.41675, 1.41258, 2.13504], [-2.46001, 1.72330, 1.29013], [-1.91352, 1.50589, 0.46905], [-2.59184, 2.72030, 1.19680], [-1.85133, 1.35601, 2.00757], [-3.35986, 1.28170, 1.16620], [0.35692, -1.22317, -1.10018], [0.04857, 0.02872, -0.80246], [1.09784, 0.98207, -0.13595], [0.66645, 2.08650, 0.41449], [2.41236, 0.69287, 0.02627], [2.87378, -0.62321, -0.34716], [1.76145, -1.75936, -0.82636], [2.09191, -2.94147, -0.80888], [4.09106, -0.89186, -0.31761], [-1.18559, 0.27783, -1.05357], [-0.28367, -1.87851, -1.67164], [3.13745, 1.36068, 0.46749], [-4.93236, 2.68138, 3.98038], [-5.14238, 2.13578, 2.69316], [-5.68861, 0.88845, 2.80124], [-5.75450, 0.31154, 1.40027], [-4.45837, -0.20495, 0.88672], [-4.54820, -0.98336, -0.32449], [-5.03062, -2.36586, -0.18562], [-4.20563, -3.29995, 0.50357], [-4.82149, -4.40063, 1.27042], [-5.83266, 3.26601, 4.16954], [-4.14479, 3.42898, 4.07490], [-4.80803, 1.90807, 4.73841], [-6.69661, 0.99594, 3.20184], [-5.16070, 0.15790, 3.41417], [-6.32478, 0.84897, 0.64262], [-6.20108, -0.67129, 1.55099], [-3.90102, -0.67214, 1.58757], [-3.51452, -1.14630, -0.62956], [-5.00258, -0.49324, -1.18554], [-4.99024, -2.81539, -1.17779], [-6.04883, -2.40082, 0.20183], [-5.13703, -5.35242, 0.84305], [-5.75411, -4.08114, 1.73543], [-4.26610, -4.67676, 2.16675], [0.08839, 6.62370, 4.48276], [-0.18062, 6.52208, 3.07175], [-0.50507, 5.34644, 2.55357], [-1.22444, 5.65619, 1.26571], [-1.68074, 4.36598, 0.54545], [-2.12757, 4.67968, -0.84028], [-2.31936, 3.46363, -1.75938], [-2.70111, 3.77382, -3.04321], [-2.96942, 2.63857, -3.88648], [0.25509, 7.68153, 4.68600], [0.94305, 6.15691, 4.97242], [-0.75351, 6.15727, 4.99437], [-1.07732, 4.79368, 3.29861], [0.42755, 4.81278, 2.37044], [-0.73701, 6.36159, 0.59272], [-2.21936, 6.02785, 1.51088], [-0.77123, 3.92841, 0.50751], [-1.34529, 5.24878, -1.34252], [-3.06163, 5.23684, -0.76830], [-2.98369, 2.79358, -1.21367], [-1.40585, 2.95183, -2.06216], [-2.01828, 2.26340, -4.26421], [-3.70334, 2.71072, -4.68913], [-3.28166, 1.73902, -3.35602], [0.79518, -4.68420, -3.44549], [1.75484, -5.28750, -4.28416], [2.75780, -4.41663, -4.80233], [3.75843, -3.91770, -3.81418], [4.80469, -3.02667, -4.40860], [5.82343, -2.77722, -3.38289], [6.64890, -1.54785, -3.75059], [7.73691, -1.16860, -2.89404], [7.34759, -0.73909, -1.65422], [1.29085, -4.46765, -2.49918], [0.04589, -5.43728, -3.20146], [0.35132, -3.73393, -3.74223], [2.31991, -3.49745, -5.19151], [3.20996, -4.97275, -5.62354], [4.18414, -4.76421, -3.27540], [3.19904, -3.45394, -3.00170], [4.43261, -2.09079, -4.48463], [6.53935, -3.55489, -3.11682], [5.40790, -2.55148, -2.40082], [6.04499, -0.64223, -3.69354], [7.06601, -1.67912, -4.74904], [6.61883, 0.06929, -1.71361], [8.20267, -0.44042, -1.04781], [6.80405, -1.47696, -1.06411]], "mulliken_spin": [0.000, 0.000, 0.000, 0.000, 0.000, 0.000, 0.000, 0.000, 0.000, 0.000, 0.000, 0.000, 0.000, 0.000, 0.000, 0.000, 0.000, 0.000, 0.000, 0.000, 0.007, -0.005, 0.001, 0.001, 0.000, 0.003, 0.000, -0.001, 0.003, 0.001, 0.000, 0.001, 0.000, 0.000, 0.007, -0.001, 0.000, 0.000, 0.000, 0.000, 0.000, 0.000, -0.001, 0.000, 0.000, 0.000, 0.000, 0.000, 0.000, 0.000, 0.000, 0.000, 0.000, 0.000, 0.000, 0.000, 0.000, 0.000, 0.000, 0.000, 0.000, 0.000, 0.000, 0.000, 0.000, -0.002, 0.004, 0.131, 0.688, 0.016, 0.000, 0.000, 0.000, 0.000, 0.000, 0.000, 0.001, 0.001, 0.000, 0.003, 0.011, 0.049, 0.054, 0.013, 0.015, 0.000, 0.000, 0.000, 0.000, 0.000, 0.000, 0.000, 0.000, 0.000, 0.000, 0.000, 0.000, 0.000, 0.000, 0.000, 0.000, 0.000, 0.000, 0.000, 0.000, 0.000, 0.000, 0.000, 0.000], "total_charge": 4, "spin_multiplicity": 2, "e_lumo_ev": [-12.093, -14.220]}

---

{"formula": "C36H32BN8O5Ru", "method": "ωB97M-V/def2-TZVPD", "species": ["Ru", "C", "C", "C", "C", "N", "N", "B", "N", "N", "C", "C", "C", "C", "C", "C", "C", "C", "C", "C", "N", "N", "C", "C", "C", "C", "C", "C", "C", "C", "C", "C", "C", "C", "C", "C", "C", "C", "H", "H", "H", "H", "H", "H", "H", "H", "H", "H", "H", "H", "H", "H", "H", "H", "H", "H", "H", "H", "H", "H", "H", "H", "H", "H", "H", "H", "O", "C", "O", "C", "C", "C", "C", "C", "N", "H", "H", "H", "H", "O", "N", "O", "O"], "coordinates": [[0.63227, 0.27494, 0.15966], [-4.34165, 1.78830, -1.31978], [-2.87906, 1.60841, -1.53385], [-2.13886, 1.79377, -2.69212], [-0.81928, 1.51543, -2.35843], [-0.77513, 1.14687, -1.06248], [-2.04093, 1.22246, -0.56160], [-2.33073, 0.95833, 0.94021], [-2.11181, -0.52837, 1.26435], [-0.91864, -1.14156, 1.02551], [-1.03706, -2.42250, 1.40471], [-2.34460, -2.62804, 1.87202], [-2.98695, -1.41407, 1.77622], [-4.38708, -1.06432, 2.14998], [0.02545, -3.44512, 1.33943], [1.27174, -3.22523, 0.75660], [2.22959, -4.22648, 0.71924], [1.95905, -5.47180, 1.26234], [0.72418, -5.70570, 1.85078], [-0.22973, -4.70426, 1.89033], [-1.32880, 1.81213, 1.73864], [-0.00627, 1.71264, 1.45705], [0.66279, 2.55673, 2.26993], [-0.25954, 3.18770, 3.09454], [-1.50553, 2.69687, 2.72920], [-2.84748, 3.03195, 3.27903], [2.12086, 2.69366, 2.24177], [2.81173, 2.87614, 3.43879], [4.19281, 2.97566, 3.43577], [4.89685, 2.89342, 2.24228], [4.21642, 2.72229, 1.04495], [2.83552, 2.63177, 1.04725], [0.35820, 1.58062, -3.23164], [1.50385, 2.27400, -2.85095], [2.59988, 2.33194, -3.69527], [2.55494, 1.70399, -4.93173], [1.40704, 1.03191, -5.32866], [0.30946, 0.97263, -4.48554], [-4.82285, 2.01365, -2.26841], [-4.79359, 0.88659, -0.90721], [-4.54097, 2.60823, -0.62947], [-2.50171, 2.14622, -3.64227], [-3.44581, 1.27876, 1.19538], [-2.77217, -3.53747, 2.25358], [-4.89203, -1.95123, 2.52546], [-4.41340, -0.30260, 2.92945], [-4.94917, -0.68693, 1.29534], [1.52385, -2.26906, 0.33630], [3.19271, -4.02397, 0.26858], [2.70693, -6.25303, 1.23602], [0.50403, -6.67059, 2.28762], [-1.17790, -4.90898, 2.36697], [-0.05807, 3.93588, 3.84115], [-2.73931, 3.72409, 4.11025], [-3.47786, 3.49766, 2.52108], [-3.35627, 2.13768, 3.63837], [2.26924, 2.90652, 4.37522], [4.72232, 3.10561, 4.36991], [5.97632, 2.96279, 2.24544], [4.75857, 2.66303, 0.11078], [2.31333, 2.54383, 0.09925], [1.52383, 2.80224, -1.90484], [3.48830, 2.86748, -3.38915], [3.41399, 1.74132, -5.58789], [1.36774, 0.55051, -6.29695], [-0.58169, 0.43489, -4.78714], [3.04225, -0.97737, -2.91365], [2.05179, -0.94609, -2.24793], [1.96525, -0.22496, -1.11645], [0.80017, -1.71299, -2.54491], [0.69859, -2.53235, -3.65540], [-0.49775, -3.20431, -3.84702], [-1.52540, -3.02849, -2.93016], [-1.32056, -2.18898, -1.84581], [-0.17281, -1.54686, -1.66548], [1.53983, -2.62523, -4.32776], [-0.62930, -3.86015, -4.69735], [-2.47065, -3.54008, -3.04586], [-2.08776, -2.03559, -1.09429], [2.79438, -0.89575, 3.35552], [1.82612, -0.43704, 2.82819], [0.76657, -0.14243, 3.32566], [1.95739, -0.32154, 1.45133]], "mulliken_spin": [2.985, -0.004, 0.029, 0.010, 0.010, 0.006, -0.013, 0.015, 0.037, 0.129, 0.071, 0.028, 0.016, -0.001, -0.021, 0.034, 0.005, 0.002, 0.001, -0.001, -0.022, 0.016, 0.072, 0.002, 0.047, -0.004, -0.009, 0.000, 0.000, 0.008, 0.021, 0.024, 0.021, -0.009, 0.000, 0.004, -0.001, 0.003, 0.000, 0.002, 0.002, 0.001, -0.001, 0.001, 0.000, 0.001, 0.001, 0.003, 0.001, 0.000, 0.000, 0.000, 0.000, 0.000, 0.003, 0.003, 0.000, 0.000, 0.000, 0.000, -0.051, 0.002, 0.000, 0.000, 0.000, 0.000, 0.068, 0.019, 0.184, -0.017, 0.007, -0.004, 0.006, 0.025, 0.073, 0.000, 0.000, 0.001, 0.001, 0.010, -0.004, 0.012, 0.139], "total_charge": 1, "spin_multiplicity": 5, "e_lumo_ev": [-3.402, -5.670]}

---

{"formula": "C28H77N7O14", "method": "ωB97M-V/def2-TZVPD", "species": ["C", "O", "H", "H", "H", "H", "C", "O", "H", "H", "H", "H", "C", "O", "H", "H", "H", "H", "C", "O", "H", "H", "H", "H", "C", "O", "H", "H", "H", "H", "C", "O", "H", "H", "H", "H", "C", "O", "H", "H", "H", "H", "C", "O", "N", "C", "C", "H", "H", "H", "H", "H", "H", "H", "C", "O", "N", "C", "C", "H", "H", "H", "H", "H", "H", "H", "C", "O", "N", "C", "C", "H", "H", "H", "H", "H", "H", "H", "C", "O", "N", "C", "C", "H", "H", "H", "H", "H", "H", "H", "C", "O", "N", "C", "C", "H", "H", "H", "H", "H", "H", "H", "C", "O", "N", "C", "C", "H", "H", "H", "H", "H", "H", "H", "C", "O", "N", "C", "C", "H", "H", "H", "H", "H", "H", "H"], "coordinates": [[0.95404, -2.23483, 4.99874], [1.93797, -3.07981, 4.42907], [1.25758, -1.22088, 4.71730], [-0.02006, -2.41090, 4.53432], [0.83804, -2.27970, 6.08115], [1.53183, -3.76037, 3.86830], [4.43913, -0.79301, -0.77426], [4.91150, -0.03525, -1.89892], [3.36603, -0.66674, -0.66904], [4.68980, -1.84980, -0.87707], [4.93145, -0.41623, 0.13025], [5.75467, -0.41007, -2.16503], [-2.04979, -3.17564, -0.99300], [-2.97453, -4.17357, -0.51359], [-1.98346, -2.33203, -0.29735], [-1.08543, -3.62282, -1.22304], [-2.52846, -2.71866, -1.86808], [-2.53807, -5.01792, -0.41306], [3.43906, -0.57381, 2.74670], [3.01781, -1.63055, 1.85830], [3.73420, -1.07916, 3.67092], [4.32041, -0.14328, 2.27984], [2.61502, 0.12937, 2.88521], [2.53266, -2.31983, 2.33011], [1.78013, -0.80248, -4.12708], [0.94408, -1.31992, -5.13659], [1.64174, -1.40543, -3.24752], [2.83250, -0.79292, -4.44479], [1.57354, 0.25465, -3.92366], [1.09063, -0.81578, -5.94211], [-0.60668, 1.74667, 5.77449], [-0.07607, 2.44226, 4.56247], [-1.66195, 1.58055, 5.57997], [-0.09492, 0.78665, 5.82890], [-0.24963, 2.37664, 6.59165], [-0.74777, 3.10142, 4.34301], [-0.17332, -3.39664, 1.73171], [0.31101, -4.47732, 2.54885], [-1.27730, -3.41989, 1.66827], [0.07453, -2.45003, 2.19883], [0.10131, -3.44137, 0.66812], [-0.24534, -5.25399, 2.49314], [2.37880, -5.87382, -2.54588], [3.41891, -6.08072, -2.00274], [1.75554, -4.68564, -2.55232], [0.91286, -4.31788, -3.66531], [2.26834, -3.62069, -1.70928], [1.83105, -6.69748, -3.02095], [0.11344, -3.65111, -3.33127], [0.51364, -5.22765, -4.11265], [1.43522, -3.74976, -4.44390], [2.75725, -4.08621, -0.85484], [3.00548, -2.98907, -2.21131], [1.43589, -3.00889, -1.35423], [-4.04789, 0.24866, 4.65269], [-3.54890, -0.42158, 5.50216], [-5.11846, -0.16244, 3.94221], [-5.94692, 0.76911, 3.20384], [-5.79908, -1.42497, 4.22557], [-3.73178, 1.24787, 4.31635], [-6.81910, 1.08478, 3.78878], [-6.32728, 0.29380, 2.29541], [-5.38674, 1.65227, 2.89372], [-6.77923, -1.20142, 4.66466], [-5.92666, -1.95380, 3.27664], [-5.30558, -2.09324, 4.92002], [2.59924, 2.56951, 1.31530], [1.87368, 2.00131, 0.47480], [3.87556, 3.02449, 1.09840], [4.57924, 2.77814, -0.12073], [4.58649, 3.85647, 2.07476], [2.29136, 2.79768, 2.35763], [5.41254, 2.08945, 0.03355], [5.02945, 3.72331, -0.44590], [3.95108, 2.42231, -0.91679], [4.93564, 4.78005, 1.60921], [3.98080, 4.05319, 2.95191], [5.48832, 3.30995, 2.38852], [-0.51280, 2.62822, -3.03100], [-1.53942, 2.96609, -3.57665], [0.71734, 3.14183, -3.31414], [1.84100, 2.81669, -2.45706], [0.96185, 4.23277, -4.19028], [-0.47558, 1.84925, -2.25700], [2.22112, 3.63699, -1.84413], [2.71950, 2.55137, -3.08573], [1.71539, 1.88493, -1.91613], [1.72222, 3.93896, -4.91232], [0.06430, 4.53087, -4.72392], [1.29373, 5.09519, -3.60691], [-2.69381, 4.10325, 2.08068], [-2.26044, 3.44684, 3.02212], [-1.94770, 4.51042, 1.03604], [-2.53044, 5.21253, -0.06944], [-0.56468, 4.05447, 0.87890], [-3.75426, 4.37485, 1.96098], [-3.56308, 5.50598, 0.11707], [-2.63594, 4.53318, -0.93543], [-1.93228, 6.04956, -0.42113], [-0.56360, 3.13516, 0.28680], [0.03763, 4.87222, 0.48350], [-0.09726, 3.80597, 1.82919], [-4.01837, -1.63157, -4.32662], [-4.44808, -1.49191, -3.20540], [-2.80037, -1.23080, -4.76467], [-2.35533, -1.42582, -6.09143], [-1.87059, -0.62194, -3.87291], [-4.60574, -2.12965, -5.12124], [-1.46042, -2.04692, -6.21657], [-2.16404, -0.46013, -6.56620], [-3.09381, -1.99369, -6.66759], [-1.53424, 0.31752, -4.32276], [-2.25451, -0.44250, -2.87694], [-0.95003, -1.17075, -3.67671], [0.29096, -0.40497, -0.33369], [0.10317, -0.50319, -1.53107], [-0.65069, -0.03653, 0.53900], [-0.25986, 0.16197, 1.92637], [-1.97751, 0.31156, 0.10862], [1.26228, -0.52601, 0.16141], [-0.13292, 1.24400, 2.08974], [0.69728, -0.29389, 2.16112], [-0.98602, -0.13720, 2.67710], [-2.73551, 0.05801, 0.84004], [-2.10200, 1.38603, -0.13246], [-2.17653, -0.16277, -0.85461]], "lowdin_charge": [-0.148, -0.133, 0.061, 0.077, 0.080, 0.044, -0.141, -0.133, 0.062, 0.081, 0.061, 0.073, -0.134, -0.113, 0.055, 0.066, 0.068, 0.063, -0.116, -0.151, 0.084, 0.064, 0.058, 0.047, -0.154, -0.139, 0.038, 0.087, 0.070, 0.086, -0.073, -0.189, 0.056, 0.061, 0.076, 0.016, -0.115, -0.113, 0.090, 0.048, 0.064, 0.089, -0.381, 0.040, -0.185, -0.053, -0.045, 0.133, 0.076, 0.088, 0.084, 0.093, 0.084, 0.068, -0.370, 0.032, -0.194, -0.069, -0.043, 0.123, 0.090, 0.089, 0.078, 0.090, 0.091, 0.082, -0.277, -0.028, -0.183, -0.054, -0.043, 0.137, 0.093, 0.096, 0.057, 0.087, 0.085, 0.093, -0.339, 0.008, -0.187, -0.090, -0.061, 0.118, 0.083, 0.096, 0.063, 0.091, 0.087, 0.092, -0.313, -0.017, -0.180, -0.062, -0.025, 0.135, 0.086, 0.094, 0.089, 0.077, 0.096, 0.073, -0.340, 0.012, -0.181, -0.080, -0.060, 0.133, 0.084, 0.094, 0.086, 0.090, 0.063, 0.062, -0.355, -0.011, -0.148, -0.050, -0.031, 0.114, 0.072, 0.054, 0.093, 0.092, 0.090, 0.064], "total_charge": 0, "e_lumo_ev": 0.378}

---

The evaluated energy relative to the best compared isomer or geometry (same formula, charge and spin) for the records listed, in turn: 3.290; 0.112; 2.234 eV.